Entry A
The following is a quantum chemistry calculation of a cluster of 3 separate species, C6H11NO3 in total, from the OMol25 dataset.

```
21
C6H11NO3, DFT ωB97M-V/def2-TZVPD
C -0.7662 2.3707 -2.3718
C -1.8253 -0.2188 1.0040
C -1.4888 1.3028 0.8875
C 0.4343 0.0657 0.6546
C 2.9221 -0.2954 -1.0870
C -0.1585 -2.1760 1.0978
N -0.4578 -0.7944 0.9923
O -1.7871 2.5560 -1.8724
O 0.2290 2.0779 -2.8767
O -0.1308 1.2547 0.4074
H -2.3650 -0.3718 1.8906
H -2.4119 -0.6188 0.1118
H -2.0669 1.8512 0.0969
H -1.4979 1.5923 1.9818
H 3.9687 -0.5941 -1.0815
H 2.2473 -1.1334 -0.9040
H 2.6674 0.3873 -0.2543
H 1.0016 -2.2529 1.2007
H -0.7217 -2.6102 1.9777
H -0.5350 -2.6014 0.1853
H 2.7425 0.2087 -2.0408
```

Calculated values
- Gap between HOMO and LUMO: 8.99 eV
- Net charge: 0

Atomic partial charges in e from the natural (NBO) method, atoms 1 to 6:
1 C 1.04
2 C -0.27
3 C -0.13
4 C 0.32
5 C -0.86
6 C -0.40


Entry B
The following is a quantum chemistry calculation of an isolated molecule of C6H11NO3, from the OMol25 dataset.

```
21
C6H11NO3, DFT ωB97M-V/def2-TZVPD
C 0.8854 -0.7996 -2.1182
C -1.5556 -0.1886 -0.1241
C -1.3887 -1.7011 -0.2832
C 0.7760 -0.7601 -0.2251
C 1.9273 -0.8357 0.7603
C 0.0513 1.7279 -0.0662
N -0.2351 0.3119 0.3205
O 0.0825 -0.0551 -2.6087
O 1.7059 -1.5741 -2.4307
O -0.0779 -2.0211 0.1356
H -1.6123 0.1152 -1.1056
H -2.3537 0.1422 0.6070
H -2.0831 -2.2137 0.4051
H -1.5272 -2.0292 -1.3429
H 1.5617 -0.9650 1.8035
H 2.5357 0.0112 0.6523
H 2.4986 -1.8492 0.7305
H -0.2832 1.9510 -1.1045
H -0.5565 2.4896 0.5573
H 1.0377 2.0753 0.1337
H 0.0602 0.1768 1.3598
```

Calculated values
- Gap between HOMO and LUMO: 8.63 eV
- SMILES: C[N@H+]1CCO[C@@]1(C)C(=O)[O-]
- Net charge: 0

Atomic partial charges in e from the natural (NBO) method, atoms 1 to 6:
1 C 0.88
2 C -0.26
3 C -0.08
4 C 0.23
5 C -0.70
6 C -0.43


Stability ranking, top entry: entry A; the second entry is 92.7 kJ/mol less favorable.


Entry A
The following is a quantum chemistry calculation of a structure of composition C6H11NO3, from the OMol25 dataset.

```
21
C6H11NO3, DFT ωB97M-V/def2-TZVPD
C -0.2862 0.3039 0.5815
C 0.6553 -0.8705 1.2996
C 1.9363 -0.6770 0.6296
C 1.7217 -0.4789 -0.8464
C 0.6286 0.4380 -0.8715
C -1.4164 -0.4708 -0.0255
H -0.6291 1.0971 1.9136
H -1.7797 1.6120 0.8935
H 0.1885 -1.8067 1.2944
H 0.8131 -0.7981 2.4729
H 2.4798 -1.5502 0.5990
H 2.5659 0.1573 1.1491
H 2.4920 -0.1539 -1.4577
H 1.5420 -1.2312 -1.5711
H 0.1261 0.2579 -1.8501
H 0.5515 1.8320 0.3075
H -0.3707 -2.1002 -0.2321
N -0.7459 1.5446 1.0187
O 0.9746 1.8066 -0.8498
O -1.2087 -1.6028 -0.6579
O -2.5402 0.0968 -0.3990
```

Calculated values
- Gap between HOMO and LUMO: 9.69 eV
- Net charge: 0

Atomic partial charges in e from the natural (NBO) method, atoms 1 to 6:
1 C -0.06
2 C -0.40
3 C -0.43
4 C -0.50
5 C 0.12
6 C 0.75


Entry B
The following is a quantum chemistry calculation of an isolated molecule of C6H11NO3, from the OMol25 dataset.

```
21
C6H11NO3, DFT ωB97M-V/def2-TZVPD
C 1.0237 -1.3711 -0.3896
C 0.2105 -0.2961 1.8235
C 0.4452 0.8630 0.9838
C 0.1176 -0.4171 0.2920
C -1.3192 0.5951 -1.7323
C -1.4568 -0.3788 -0.5163
N 1.8537 1.3129 0.8947
O 2.3923 -1.2122 -0.1312
O 0.7722 -2.2559 -1.1831
O -2.0990 -1.6050 -0.7412
H 1.0338 -0.7071 2.4511
H -0.8122 -0.3426 2.3698
H -0.4309 1.5605 0.9124
H -2.3513 0.6575 -1.9990
H -0.7020 0.4213 -2.5521
H -0.9824 1.5327 -1.2562
H -2.1205 0.0013 0.2560
H 2.0719 1.7892 1.7134
H 1.8802 2.0216 0.1304
H 2.5075 -0.3781 0.3500
H -2.0344 -1.7913 -1.6759
```

Calculated values
- Gap between HOMO and LUMO: 10.14 eV
- SMILES: C[C@@H](O)[C@]1(C(=O)O)C[C@H]1N
- Net charge: 0

Atomic partial charges in e from the natural (NBO) method, atoms 1 to 6:
1 C 0.78
2 C -0.41
3 C -0.08
4 C -0.21
5 C -0.65
6 C 0.18


Stability ranking, top entry: entry B; the second entry is 326.0 kJ/mol less favorable.


Entry A
The following is a quantum chemistry calculation of a cluster of 2 separate species, C2H7N2O in total, from the OMol25 dataset.

```
12
C2H7N2O, DFT ωB97M-V/def2-TZVPD
C -2.2461 0.7563 -0.6323
N -1.1716 1.3971 -0.4609
H -3.1605 1.1116 -1.1030
H -2.2542 -0.3247 -0.5344
H -0.3332 0.8131 -0.3096
H -1.1459 2.4031 -0.4813
C 1.1648 -1.3025 0.5617
N 2.3406 -0.6868 0.7904
O 0.0481 -0.7969 0.5473
H 1.1977 -2.3932 0.4842
H 2.3862 0.2692 0.4765
H 3.1742 -1.2462 0.6614
```

Calculated values
- Gap between HOMO and LUMO: 9.46 eV
- Net charge: +1

Atomic partial charges in e from the natural (NBO) method, atoms 1 to 6:
1 C 0.16
2 N -0.58
3 H 0.23
4 H 0.24
5 H 0.47
6 H 0.44


Entry B
The following is a quantum chemistry calculation of the ion C2H7N2O with charge +1, from the OMol25 dataset.

```
12
C2H7N2O, DFT ωB97M-V/def2-TZVPD
C 0.7816 -0.8753 0.0141
C -0.8504 1.1631 -0.0205
N -0.6895 -0.2551 -0.2579
N 1.9162 -0.3536 -0.0517
O -1.7379 -1.0655 -0.0783
H 0.6035 -1.8687 -0.1947
H -1.9367 1.3819 0.0762
H -0.5134 1.5434 0.9140
H -0.3038 1.5597 -0.9683
H 2.8148 -0.9181 -0.3227
H 2.2951 0.4483 0.3635
H -2.3794 -0.7603 0.5261
```

Calculated values
- Gap between HOMO and LUMO: 9.29 eV
- SMILES: CN(O)C=[NH2+]
- Net charge: +1

Atomic partial charges in e from the natural (NBO) method, atoms 1 to 6:
1 C 0.37
2 C -0.48
3 N -0.04
4 N -0.69
5 O -0.48
6 H 0.22


Entry C
The following is a quantum chemistry calculation of a cluster of 2 separate species, C2H7N2O in total, from the OMol25 dataset.

```
12
C2H7N2O, DFT ωB97M-V/def2-TZVPD
C -0.7456 -1.0545 0.4843
C 1.7420 2.2060 -1.7991
N -1.2004 -2.2213 0.8478
N -0.6477 -0.0204 1.2662
O 1.0200 1.4878 -1.1660
H -0.4210 -0.9241 -0.5454
H 2.3410 2.9991 -1.3292
H 1.8547 2.1174 -2.8878
H -0.2527 0.8384 0.8977
H -1.2543 -2.9904 0.1954
H -1.5141 -2.3981 1.7949
H -0.9219 -0.0398 2.2412
```

Calculated values
- Gap between HOMO and LUMO: 10.30 eV
- Net charge: +1

Atomic partial charges in e from the natural (NBO) method, atoms 1 to 6:
1 C 0.40
2 C 0.32
3 N -0.70
4 N -0.70
5 O -0.57
6 H 0.25


Entry D
The following is a quantum chemistry calculation of the ion C2H7N2O with charge +1, from the OMol25 dataset.

```
12
C2H7N2O, DFT ωB97M-V/def2-TZVPD
N 0.0647 -1.6432 -0.7091
C -0.1277 -0.8459 0.5508
C -0.0013 0.6100 0.1101
N 0.0283 1.5449 1.0526
O 0.0437 0.8296 -1.0834
H 1.0273 -1.9330 -0.8453
H -0.5414 -2.4645 -0.7095
H -0.2296 -0.9860 -1.4516
H 0.5698 -1.2202 1.2967
H -1.1243 -1.0466 0.9401
H -0.1511 1.3772 2.0328
H 0.1618 2.4890 0.7319
```

Calculated values
- Gap between HOMO and LUMO: 11.49 eV
- SMILES: NC(=O)C[NH3+]
- Net charge: +1

Atomic partial charges in e from the natural (NBO) method, atoms 1 to 6:
1 N -0.68
2 C -0.33
3 C 0.65
4 N -0.77
5 O -0.60
6 H 0.45


Stability ranking, top entry: entry D; the second entry is 61.0 kJ/mol less favorable.


Entry A
The following is a quantum chemistry calculation of an isolated molecule of CHN3O, from the OMol25 dataset.

```
6
CHN3O, DFT ωB97M-V/def2-TZVPD
C 1.0054 -0.1412 -0.2091
N -2.4663 0.1358 0.5333
N -1.3863 0.3033 0.3200
N -0.2117 0.5148 0.3810
O 1.4895 0.1075 -1.3336
H 1.5694 -0.9201 0.3084
```

Calculated values
- Gap between HOMO and LUMO: 10.77 eV
- Net charge: 0

Need the natural (NBO) charges? In units of e they are:
1 C 0.51
2 N -0.05
3 N 0.27
4 N -0.41
5 O -0.49
6 H 0.17


Entry B
The following is a quantum chemistry calculation of an isolated molecule of CHN3O, from the OMol25 dataset.

```
6
CHN3O, DFT ωB97M-V/def2-TZVPD
C 0.6138 -0.4214 -0.1352
H 1.5626 -0.9045 -0.2539
N -0.0935 -0.2128 1.0841
N -0.9985 0.5941 0.8480
N -0.0232 0.2145 -1.0707
O -1.0612 0.7301 -0.4724
```

Calculated values
- Gap between HOMO and LUMO: 12.28 eV
- SMILES: c1nnon1
- Net charge: 0

Need the natural (NBO) charges? In units of e they are:
1 C 0.07
2 H 0.23
3 N -0.22
4 N 0.13
5 N -0.08
6 O -0.13


Stability ranking, top entry: entry A; the second entry is 7.0 kJ/mol less favorable.